1.
ORCA calculation (the ωB97M-V functional and the def2-TZVPD basis) on C9H26MgN2O7 as an isolated structure at a distorted geometry.

E_HOMO: -6.215 eV
Orbital gap: 5.2722 eV
ΔE to the lowest compared entry with this formula, charge and spin: 1.2 kcal per mole
E_tot: -1194.58961 Eh
LUMO level: -0.0346 Eh

Atoms and positions in Å:
O -0.348 4.185 0.897
H 0.358 4.873 1.112
Mg 0.039 0.183 0.076
N -1.032 -0.221 -1.725
N 1.217 -1.261 -0.940
O -2.226 0.346 -2.228
O 2.517 -1.750 -0.674
C -0.465 -1.058 -2.593
C 0.824 -1.636 -2.154
C -1.070 -1.404 -3.929
C 1.663 -2.535 -3.019
H -1.850 -0.654 -4.162
H -1.498 -2.422 -3.834
H -0.252 -1.411 -4.673
H 2.417 -3.009 -2.368
H 2.158 -1.876 -3.761
H 1.017 -3.280 -3.528
H -2.524 1.027 -1.588
H 2.781 -1.297 0.146
O -0.898 -1.702 0.602
H -1.795 -1.931 0.279
H -0.305 -2.311 0.110
C 1.386 1.799 -0.780
H 1.060 2.836 -0.564
H 1.509 1.684 -1.875
H 2.411 1.696 -0.381
O -2.545 3.289 -0.950
H -2.335 4.048 -0.335
H -1.762 3.315 -1.551
C -2.506 0.347 2.062
O -1.555 1.038 1.215
C -0.745 2.064 1.841
C 0.384 1.448 2.633
O 0.844 0.236 1.962
C 1.180 -0.907 2.761
H -3.364 0.070 1.431
H -2.829 1.022 2.860
H -2.050 -0.550 2.518
H -0.423 2.885 1.051
H -1.428 2.623 2.472
H 1.206 2.166 2.618
H 0.064 1.205 3.660
H 1.935 -0.666 3.524
H 0.273 -1.299 3.240
H 1.574 -1.670 2.081

2.
ORCA calculation (the ωB97M-V functional and the def2-TZVPD basis) on C40H45IrN9OPS as an isolated structure.

<S²>: 8.823
E_HOMO (alpha / beta): -8.144 / -10.483 eV
Total charge: +1
Multiplicity: 6
Orbital gap (alpha / beta): 4.9457 / 5.5028 eV
E_tot: -2962.84002 Eh
LUMO level (alpha / beta): -0.1175 / -0.1830 Eh

Atoms and positions in Å:
Ir 1.009 0.493 0.568
C 0.456 -2.487 4.132
C 0.522 -1.322 3.407
N 0.522 -1.339 2.068
C 0.531 -2.524 1.448
C 0.377 -3.696 2.219
N 0.340 -3.682 3.528
C 0.755 -2.506 0.023
C 1.179 -3.631 -0.646
C 1.523 -3.587 -2.002
C 1.312 -2.362 -2.645
C 0.866 -1.260 -1.957
N 0.633 -1.279 -0.594
C 0.626 0.012 -2.598
C 0.562 0.223 -3.989
N 0.301 1.398 -4.513
C 0.099 2.414 -3.660
C 0.163 2.232 -2.299
N 0.413 1.034 -1.770
C 2.096 -4.750 -2.701
C 2.038 -4.878 -4.088
C 2.618 -5.979 -4.695
N 3.241 -6.949 -4.032
C 3.292 -6.832 -2.709
C 2.747 -5.769 -2.007
H 0.481 -2.474 5.213
H 0.586 -0.362 3.895
H 0.266 -4.659 1.737
H 1.262 -4.559 -0.102
H 1.535 -2.257 -3.697
H 0.710 -0.597 -4.680
H -0.112 3.384 -4.087
H 0.027 3.055 -1.617
H 1.523 -4.154 -4.703
H 2.576 -6.089 -5.773
H 3.805 -7.626 -2.179
H 2.862 -5.738 -0.932
S 5.177 -1.190 -0.274
C 4.579 -1.892 1.156
C 3.393 -1.343 1.535
C 2.917 -0.341 0.636
C 3.830 -0.121 -0.373
C 3.890 1.044 -1.262
C 4.728 1.098 -2.376
C 4.846 2.287 -3.069
C 4.146 3.399 -2.624
C 3.327 3.251 -1.518
N 3.183 2.105 -0.860
H 5.137 -2.667 1.655
H 2.897 -1.647 2.445
H 5.282 0.219 -2.680
H 5.489 2.352 -3.937
H 4.234 4.355 -3.120
H 2.767 4.095 -1.132
O 3.287 2.439 3.459
C 2.504 2.098 2.665
N 1.640 1.809 1.881
C -1.800 3.730 2.774
C -2.370 2.309 2.896
C -1.422 1.551 3.828
C -3.776 2.376 3.499
P -2.362 1.492 1.201
N -0.822 1.120 0.773
C -3.359 -0.113 1.164
C -3.093 -0.913 2.447
C -4.868 0.124 1.045
C -2.864 -0.980 -0.007
C -2.949 2.704 -0.120
C -3.065 1.915 -1.434
C -1.886 3.811 -0.309
C -4.289 3.379 0.183
H -1.624 4.101 3.785
H -2.494 4.416 2.297
H -0.844 3.745 2.250
H -1.267 2.159 4.722
H -0.452 1.426 3.349
H -1.810 0.589 4.148
H -3.712 2.968 4.415
H -4.162 1.397 3.775
H -4.498 2.863 2.848
H -3.543 -0.462 3.328
H -2.031 -1.064 2.622
H -3.549 -1.897 2.320
H -5.248 0.818 1.793
H -5.366 -0.833 1.210
H -5.160 0.473 0.058
H -1.777 -1.045 -0.040
H -3.215 -0.629 -0.972
H -3.255 -1.990 0.135
H -2.187 1.301 -1.629
H -3.167 2.626 -2.255
H -3.947 1.278 -1.449
H -0.878 3.478 -0.068
H -2.102 4.684 0.297
H -1.904 4.131 -1.352
H -5.103 2.680 0.353
H -4.551 3.982 -0.689
H -4.222 4.057 1.032

3.
ORCA calculation (the ωB97M-V functional and the def2-TZVPD basis) on one molecule with the formula C4H7NO.

E_HOMO: -9.531 eV
Orbital gap: 10.4299 eV
ΔE to the lowest compared entry with this formula, charge and spin: 74.0 kcal per mole
E_tot: -286.51365 Eh
Structure (SMILES): O[C@H]1CN2C[C@@H]12
LUMO level: 0.0330 Eh

Atoms and positions in Å:
O 0.936 1.826 0.846
C 0.291 1.053 -0.126
C 0.908 -0.203 -0.748
N -0.471 -0.778 -0.923
C -0.806 -1.301 0.377
C -0.940 0.190 0.141
H 0.820 1.394 1.698
H 0.047 1.750 -0.938
H 1.527 -0.724 -0.003
H 1.433 -0.130 -1.696
H -0.029 -1.888 0.875
H -1.773 -1.807 0.407
H -1.942 0.619 0.090

4.
ORCA calculation (the ωB97M-V functional and the def2-TZVPD basis) on C23H23IrN4OS as an isolated structure at a distorted geometry.

<S²>: 0.796
E_HOMO (alpha / beta): -17.286 / -17.285 eV
Total charge: +3
Multiplicity: 2
Orbital gap (alpha / beta): 6.1872 / 4.8838 eV
ΔE to the lowest compared entry with this formula, charge and spin: 14.1 kcal per mole
E_tot: -1685.96745 Eh
LUMO level (alpha / beta): -0.4079 / -0.4557 Eh

Atoms and positions in Å:
Ir 1.484 0.443 0.087
N 3.676 3.851 -1.402
C 2.882 2.944 -0.896
S 3.428 1.302 -0.675
N 1.637 3.302 -0.515
N 0.990 2.336 0.094
C -0.101 2.646 0.844
C -0.805 3.877 0.747
C -1.308 4.508 1.917
C -2.016 5.677 1.811
C -2.290 6.211 0.544
C -1.801 5.605 -0.619
C -1.035 4.471 -0.525
C -0.368 1.585 1.830
C -1.486 1.472 2.635
C -1.525 0.452 3.584
C -0.437 -0.393 3.720
C 0.624 -0.281 2.829
N 0.647 0.670 1.901
H 4.628 3.635 -1.672
H 3.363 4.810 -1.493
H -1.070 4.109 2.894
H -2.347 6.197 2.700
H -2.886 7.111 0.465
H -2.038 6.025 -1.586
H -0.669 3.989 -1.420
H -2.315 2.154 2.513
H -2.401 0.325 4.205
H -0.406 -1.159 4.482
H 1.478 -0.946 2.870
C 1.293 -6.412 -2.665
C 0.727 -5.164 -2.098
C 1.453 -3.956 -2.159
C 0.971 -2.805 -1.597
C 1.774 -1.560 -1.736
C -0.287 -2.819 -0.909
C -0.793 -1.702 -0.237
O -0.321 -0.519 -0.147
C -1.049 -4.040 -0.870
C -2.394 -4.192 -0.228
C -0.526 -5.165 -1.487
H 2.225 -6.244 -3.196
H 0.572 -6.885 -3.335
H 1.471 -7.128 -1.857
H 2.403 -3.949 -2.677
H 2.634 -1.686 -2.391
H 2.258 -1.334 -0.740
H 1.190 -0.698 -2.071
H -1.756 -1.803 0.259
H -2.647 -3.451 0.521
H -2.462 -5.173 0.242
H -3.163 -4.164 -1.004
H -1.106 -6.078 -1.486

5.
ORCA calculation (the ωB97M-V functional and the def2-TZVPD basis) on one molecule with the formula C4H3NO at a distorted geometry.

E_HOMO: -10.862 eV
Orbital gap: 11.2828 eV
ΔE to the lowest compared entry with this formula, charge and spin: 59.5 kcal per mole
E_tot: -284.07829 Eh
Structure (SMILES): C#C[C@H](O)C#N
LUMO level: 0.0155 Eh

Atoms and positions in Å:
O -1.533 0.597 -0.705
C -0.431 -0.407 -0.258
C 1.034 -0.158 -0.303
C 2.224 0.047 -0.353
C -1.021 -0.324 1.042
N -1.487 -0.172 2.083
H -1.431 1.490 -0.309
H -0.629 -1.354 -0.794
H 3.274 0.281 -0.403

6.
ORCA calculation (the ωB97M-V functional and the def2-TZVPD basis) on a 2-piece molecular cluster, C10H16O overall at a distorted geometry.

E_HOMO: -8.685 eV
Orbital gap: 9.5206 eV
ΔE to the lowest compared entry with this formula, charge and spin: 23.9 kcal per mole
E_tot: -465.85972 Eh
Structure (SMILES): CCc1ccc(O)cc1.CC
LUMO level: 0.0307 Eh

Atoms and positions in Å:
C -0.913 -3.027 -1.941
C -1.690 -2.040 -2.778
H 0.026 -3.324 -2.398
H -0.666 -2.647 -0.957
H -1.405 -3.974 -1.686
H -1.015 -1.285 -3.173
H -2.433 -1.525 -2.167
H -2.291 -2.484 -3.569
C 1.708 1.255 -0.597
C 1.893 -0.134 -1.157
C 0.854 1.334 0.644
C 1.426 1.373 1.909
C -0.525 1.513 0.562
C 0.668 1.412 3.075
C -1.295 1.578 1.712
C -0.705 1.503 2.970
O -1.489 1.525 4.098
H 2.634 1.811 -0.437
H 1.255 1.875 -1.365
H 1.013 -0.487 -1.707
H 2.502 1.317 1.957
H -1.036 1.652 -0.379
H 1.180 1.369 4.023
H -2.366 1.675 1.657
H -2.163 0.846 4.114
H 2.161 -0.952 -0.483
H 2.671 -0.158 -1.927

7.
ORCA calculation (the ωB97M-V functional and the def2-TZVPD basis) on C26H31O10P2V as an isolated structure at a distorted geometry.

<S²>: 3.755
E_HOMO (alpha / beta): -4.509 / -5.878 eV
Total charge: -1
Multiplicity: 4
Orbital gap (alpha / beta): 7.2374 / 8.6032 eV
ΔE to the lowest compared entry with this formula, charge and spin: 19.6 kcal per mole
E_tot: -3388.99060 Eh
LUMO level (alpha / beta): 0.1003 / 0.1002 Eh

Atoms and positions in Å:
V -0.381 -0.859 -1.040
C -1.823 1.654 -3.625
C -2.006 1.810 -2.134
C -1.235 2.707 -1.396
C -0.253 3.621 -2.091
C -1.310 2.706 0.006
C -0.358 3.604 0.770
C -2.222 1.867 0.654
C -2.324 1.791 2.162
C -3.079 1.049 -0.100
C -4.145 0.241 0.603
C -2.935 0.984 -1.486
C -3.746 0.019 -2.322
H -1.241 2.462 -4.058
H -2.781 1.613 -4.149
H -1.300 0.721 -3.863
H 0.666 3.088 -2.354
H 0.032 4.461 -1.463
H -0.675 4.039 -3.004
H -0.623 4.660 0.652
H 0.666 3.494 0.409
H -0.340 3.403 1.836
H -3.207 2.316 2.542
H -1.460 2.216 2.664
H -2.406 0.755 2.497
H -3.792 -0.762 0.859
H -5.033 0.127 -0.019
H -4.465 0.723 1.526
H -4.513 0.534 -2.910
H -4.250 -0.733 -1.716
H -3.114 -0.516 -3.035
O -2.512 -3.341 -2.613
P -0.919 -3.227 -2.711
O -0.413 -4.171 -3.706
O -0.537 -1.727 -2.804
O -0.412 -3.662 -1.171
P -1.126 -3.198 0.221
O -2.286 -4.278 0.440
O -0.154 -3.185 1.339
O -1.873 -1.886 -0.105
H -2.897 -2.765 -1.941
H -1.923 -5.125 0.707
O 0.474 -0.457 1.004
C 1.877 -0.171 0.738
C 1.884 0.795 -0.474
O 2.773 1.604 -0.614
O 0.890 0.598 -1.299
C 2.587 -1.468 0.353
C 2.906 -2.385 1.353
C 3.459 -3.614 1.043
C 3.700 -3.949 -0.286
C 3.390 -3.044 -1.288
C 2.840 -1.807 -0.970
C 2.502 0.494 1.952
C 3.882 0.638 2.042
C 4.456 1.288 3.123
C 3.650 1.804 4.134
C 2.273 1.666 4.051
C 1.701 1.015 2.960
H 0.398 -1.361 1.386
H 2.699 -2.139 2.388
H 3.686 -4.319 1.834
H 4.117 -4.917 -0.536
H 3.554 -3.298 -2.327
H 2.603 -1.117 -1.772
H 4.511 0.250 1.250
H 5.534 1.394 3.172
H 4.097 2.308 4.983
H 1.634 2.063 4.832
H 0.628 0.899 2.895

8.
ORCA calculation (the ωB97M-V functional and the def2-TZVPD basis) on C42H31Cl2N9O2RuSe as an isolated structure.

<S²>: 0.761
E_HOMO (alpha / beta): -3.785 / -3.764 eV
Total charge: -1
Multiplicity: 2
Orbital gap (alpha / beta): 5.9060 / 5.7991 eV
E_tot: -5679.22337 Eh
LUMO level (alpha / beta): 0.0779 / 0.0748 Eh

Atoms and positions in Å:
Ru 0.211 -0.407 -0.708
C 2.806 3.359 4.474
C 2.264 2.980 3.121
C 2.895 3.368 1.942
C 2.461 2.915 0.715
C 1.356 2.057 0.575
N 1.029 1.482 -0.622
C 1.141 2.172 -1.803
C 0.839 3.538 -1.917
C 0.743 4.166 -3.145
C 0.930 3.471 -4.334
C 0.707 4.114 -5.676
C 1.290 2.135 -4.239
C 1.444 1.508 -3.011
N 1.963 0.174 -3.024
C 2.874 -0.306 -3.900
C 3.075 -1.635 -3.613
C 2.239 -1.893 -2.521
N 1.580 -0.800 -2.180
C 0.665 1.753 1.768
C 1.149 2.170 3.004
N -0.583 1.045 1.781
C -1.568 1.232 2.692
C -2.602 0.386 2.379
C -2.172 -0.286 1.231
N -0.962 0.116 0.886
H 3.525 4.174 4.391
H 3.319 2.511 4.937
H 2.012 3.676 5.153
H 3.774 4.002 1.991
H 3.007 3.180 -0.181
H 0.613 4.085 -1.012
H 0.462 5.214 -3.179
H 0.507 5.180 -5.566
H -0.149 3.665 -6.186
H 1.576 4.000 -6.329
H 1.423 1.543 -5.137
H 3.324 0.345 -4.628
H 3.746 -2.314 -4.108
H 2.093 -2.795 -1.950
H 0.641 1.827 3.897
H -1.462 1.968 3.467
H -3.538 0.276 2.897
H -2.669 -1.033 0.635
O 3.232 -0.840 2.341
C 2.108 -1.050 1.884
O 1.769 -1.037 0.661
C 1.047 -1.447 2.918
C 1.248 -1.043 4.267
C 0.318 -1.370 5.202
C -0.810 -2.138 4.820
C -1.832 -2.525 5.720
C -2.890 -3.274 5.288
C -2.970 -3.678 3.935
C -1.998 -3.317 3.047
C -0.900 -2.529 3.468
N 0.023 -2.161 2.537
H 2.144 -0.483 4.497
H 0.427 -1.062 6.237
H -1.761 -2.217 6.757
H -3.669 -3.565 5.981
H -3.810 -4.276 3.605
H -2.037 -3.612 2.005
Cl -2.125 2.609 -0.485
C -2.271 2.195 -2.168
C -3.004 3.086 -2.939
C -3.173 2.896 -4.297
C -2.571 1.794 -4.893
C -1.856 0.911 -4.118
Cl -1.017 -0.383 -4.941
C -1.694 1.013 -2.695
N -1.046 0.005 -2.079
H -3.438 3.945 -2.445
H -3.754 3.595 -4.882
H -2.639 1.623 -5.959
Se -2.153 -2.060 -2.133
N -0.719 -2.234 -1.013
C -0.586 -3.484 -0.639
C 0.486 -3.999 0.167
C 0.493 -5.319 0.461
C -0.545 -6.207 -0.001
C -1.562 -5.767 -0.774
C -1.618 -4.374 -1.136
N -2.532 -3.821 -1.890
H 1.243 -3.311 0.512
H 1.293 -5.725 1.067
H -0.494 -7.253 0.277
H -2.337 -6.429 -1.138

9.
ORCA calculation (the ωB97M-V functional and the def2-TZVPD basis) on one molecule with the formula C4H11O2P at a distorted geometry.

E_HOMO: -7.153 eV
Orbital gap: 7.8068 eV
ΔE to the lowest compared entry with this formula, charge and spin: 91.7 kcal per mole
E_tot: -650.68006 Eh
Structure (SMILES): CC(C)[PH2]=C(O)O
LUMO level: 0.0240 Eh

Atoms and positions in Å:
C -0.994 -0.924 1.242
C -1.564 -0.004 -1.054
C -1.058 0.320 0.378
C 1.953 -0.279 0.124
O 1.981 -1.055 -0.976
O 3.153 0.318 0.229
P 0.627 1.178 0.060
H -0.339 -1.622 0.600
H -0.492 -0.751 2.171
H -1.922 -1.372 1.340
H -1.025 -0.683 -1.575
H -1.461 0.927 -1.496
H -2.569 -0.341 -1.100
H -1.653 1.219 0.750
H 1.072 -1.265 -1.184
H 3.628 0.426 -0.528
H 0.612 1.574 1.366
H 0.051 2.335 -0.346

10.
ORCA calculation (the ωB97M-V functional and the def2-TZVPD basis) on C28H29CdN3O3PS as an isolated structure.

E_HOMO: -11.202 eV
Total charge: +1
Orbital gap: 8.2978 eV
E_tot: -2381.53668 Eh
LUMO level: -0.1067 Eh

Atoms and positions in Å:
Cd 0.218 0.935 0.993
O 0.972 -0.659 4.820
C 0.377 -0.363 3.809
O 0.614 0.698 3.091
C -0.698 -1.331 3.283
P -0.822 -1.386 1.465
C 0.710 -2.213 0.920
C 0.911 -2.366 -0.456
C 2.112 -2.856 -0.941
C 3.135 -3.187 -0.057
C 2.944 -3.037 1.307
C 1.734 -2.553 1.798
C -2.172 -2.497 1.018
C -1.996 -3.879 0.961
C -3.070 -4.701 0.658
C -4.322 -4.152 0.414
C -4.504 -2.777 0.470
C -3.430 -1.951 0.767
H -1.665 -0.985 3.656
H -0.517 -2.322 3.701
H 0.121 -2.100 -1.152
H 2.249 -2.988 -2.007
H 4.072 -3.575 -0.434
H 3.729 -3.309 2.000
H 1.611 -2.444 2.869
H -1.021 -4.313 1.149
H -2.930 -5.773 0.615
H -5.158 -4.798 0.179
H -5.479 -2.349 0.280
H -3.573 -0.877 0.807
N 2.180 1.062 -2.903
C 0.929 1.035 -3.513
C 0.545 1.045 -4.850
C -0.811 0.977 -5.096
C -1.747 0.897 -4.049
C -1.353 0.888 -2.727
C 0.014 0.969 -2.467
N 0.709 0.962 -1.256
C 1.982 1.014 -1.571
C 3.038 0.964 -0.552
C 4.383 0.890 -0.695
S 5.112 0.788 0.842
C 3.582 0.831 1.585
N 2.594 0.933 0.744
H 3.072 1.106 -3.366
H 1.263 1.097 -5.656
H -1.162 0.980 -6.119
H -2.799 0.835 -4.291
H -2.074 0.811 -1.924
H 4.974 0.885 -1.596
H 3.437 0.773 2.656
C -2.858 2.528 0.205
C -1.650 3.430 0.167
O -0.742 3.019 1.205
C 0.085 4.068 1.750
C 1.239 4.413 0.836
H -3.494 2.712 -0.661
H -3.438 2.694 1.112
H -2.569 1.473 0.185
H -1.933 4.466 0.361
H -1.144 3.394 -0.802
H 0.419 3.696 2.716
H -0.555 4.935 1.920
H 1.925 3.572 0.718
H 1.809 5.242 1.258
H 0.888 4.721 -0.150

11.
ORCA calculation (the ωB97M-V functional and the def2-TZVPD basis) on a 2-piece molecular cluster, C2HFI2O overall.

E_HOMO (alpha / beta): -10.186 / -9.234 eV
Orbital gap (alpha / beta): 8.2233 / 5.9979 eV
ΔE to the lowest compared entry with this formula, charge and spin: 31.8 kcal per mole
E_tot: -847.20788 Eh
LUMO level (alpha / beta): -0.0721 / -0.1189 Eh

Atoms and positions in Å:
C -0.840 -0.403 0.014
C 0.057 0.672 0.364
O -1.202 -1.250 0.795
F 0.551 0.753 1.577
I 2.241 -1.738 -0.873
I 0.376 2.313 -0.842
H -1.184 -0.347 -1.034